Entry 1:
C21H28N2O3S in the gas phase, computed with ωB97M-V with the def2-TZVPD basis set.

Calculated values
2S+1: 1
total energy: -42190.3635 eV
relative energy (zero: lowest compared OMol25 entry of this formula, charge and spin): 95.2 kJ/mol
LUMO level: 0.5 eV
molar mass: 388.533 g/mol

XYZ file:
```
55
Properties=species:S:1:pos:R:3:lowdin_charge:R:1
C -5.347 -1.841 -0.469 -0.079
H -5.616 -2.881 -0.637 0.077
H -4.963 -1.432 -1.400 0.074
H -6.247 -1.296 -0.192 0.076
C -4.292 -1.735 0.629 -0.413
C -3.019 -2.471 0.222 -0.071
H -2.287 -2.449 1.026 0.073
H -2.579 -1.999 -0.653 0.070
H -3.241 -3.509 -0.015 0.079
C -3.990 -0.265 0.958 -0.220
N -3.435 0.442 -0.175 -0.124
S -2.163 1.493 0.077 0.645
O -2.195 2.405 -1.028 -0.287
O -2.191 2.003 1.419 -0.287
C -0.813 0.344 -0.095 -0.289
C -0.264 -0.246 1.024 -0.066
C 0.649 -1.276 0.871 -0.024
C 1.002 -1.724 -0.398 -0.233
C 0.465 -1.084 -1.513 -0.021
C -0.444 -0.053 -1.364 -0.046
H -0.885 0.447 -2.212 0.120
H 0.743 -1.418 -2.503 0.121
C 1.945 -2.880 -0.571 -0.135
H 2.057 -3.413 0.374 0.122
H 1.535 -3.572 -1.311 0.121
C 3.336 -2.426 -1.042 -0.092
C 3.985 -1.558 0.027 -0.511
O 4.670 -2.013 0.918 0.060
N 3.724 -0.241 -0.111 0.074
H 3.069 0.069 -0.811 0.117
C 4.192 0.754 0.827 -0.172
H 4.768 0.213 1.582 0.121
H 4.864 1.455 0.319 0.121
C 3.042 1.507 1.490 -0.125
C 2.178 2.334 0.568 -0.226
C 1.012 2.890 1.088 -0.056
C 0.189 3.683 0.313 -0.104
C 0.505 3.919 -1.014 -0.089
C 1.656 3.369 -1.545 -0.077
C 2.493 2.593 -0.758 -0.056
H 3.404 2.211 -1.196 0.102
H 1.918 3.551 -2.578 0.102
H -0.146 4.522 -1.626 0.106
H -0.704 4.108 0.742 0.103
H 0.751 2.704 2.120 0.120
H 3.466 2.169 2.250 0.125
H 2.403 0.787 2.008 0.110
H 3.259 -1.880 -1.983 0.114
H 3.964 -3.305 -1.188 0.122
H 1.078 -1.754 1.740 0.125
H -0.565 0.105 1.999 0.119
H -4.108 0.819 -0.821 0.111
H -3.240 -0.208 1.749 0.110
H -4.900 0.225 1.324 0.127
H -4.689 -2.192 1.542 0.135
```

***

Entry 2:
C21H28N2O4 in the gas phase, computed with ωB97M-V with the def2-TZVPD basis set.

Calculated values
2S+1: 1
total energy: -33401.7613 eV
relative energy (zero: lowest compared OMol25 entry of this formula, charge and spin): 239.6 kJ/mol
LUMO level: 0.6 eV
molar mass: 372.465 g/mol

XYZ file:
```
55
Properties=species:S:1:pos:R:3:lowdin_charge:R:1
O -0.465 -3.928 2.797 0.057
C 0.563 -3.607 2.227 -0.461
N 1.760 -4.172 2.511 0.081
H 2.597 -3.851 2.053 0.129
C 1.957 -5.088 3.605 -0.115
H 2.535 -5.946 3.251 0.126
C 2.707 -4.412 4.767 -0.307
H 3.025 -5.191 5.474 0.147
C 1.873 -3.335 5.474 -0.120
H 1.376 -3.726 6.358 0.119
H 1.116 -2.945 4.792 0.109
C 2.909 -2.261 5.794 -0.149
H 2.482 -1.265 5.882 0.112
C 3.844 -2.390 4.595 -0.202
H 4.866 -2.063 4.796 0.121
O 3.885 -3.769 4.278 -0.108
H 3.450 -1.817 3.742 0.108
H 3.442 -2.506 6.713 0.114
H 0.973 -5.418 3.944 0.128
C 0.580 -2.593 1.135 -0.137
C -0.599 -2.392 0.426 -0.004
C -0.681 -1.459 -0.590 -0.002
C 0.432 -0.687 -0.913 -0.252
C 1.614 -0.873 -0.191 0.007
C 1.689 -1.811 0.815 -0.024
H 2.615 -1.905 1.364 0.101
H 2.465 -0.260 -0.443 0.120
O 0.495 0.250 -1.892 -0.018
C -0.660 0.593 -2.642 -0.316
C -0.166 1.363 -3.877 -0.091
H 0.851 1.042 -4.098 0.126
C -0.191 2.863 -3.627 -0.131
N -1.560 3.303 -3.430 -0.049
C -1.957 4.481 -3.975 -0.436
O -1.168 5.221 -4.534 0.063
C -3.411 4.810 -3.832 -0.212
C -3.792 5.870 -2.828 -0.097
C -3.859 6.168 -4.288 -0.103
H -3.096 6.805 -4.706 0.102
H -4.826 6.254 -4.759 0.101
H -4.712 5.739 -2.276 0.098
H -2.996 6.321 -2.255 0.109
H -4.091 3.979 -3.967 0.132
C -2.428 2.406 -2.697 -0.147
H -3.036 1.804 -3.389 0.133
C -1.607 1.475 -1.810 -0.101
H -1.002 2.071 -1.124 0.136
H -2.282 0.865 -1.211 0.114
H -3.104 2.991 -2.067 0.128
H 0.203 3.416 -4.483 0.125
H 0.423 3.109 -2.753 0.136
H -0.797 1.129 -4.735 0.126
H -1.170 -0.323 -2.969 0.148
H -1.614 -1.347 -1.120 0.104
H -1.460 -2.987 0.689 0.121
```

***

Entry 3:
C21H28N4O4 in the gas phase, computed with ωB97M-V with the def2-TZVPD basis set.

Calculated values
2S+1: 1
total energy: -36383.6060 eV
relative energy (zero: lowest compared OMol25 entry of this formula, charge and spin): 186.2 kJ/mol
LUMO level: 0.1 eV
molar mass: 400.479 g/mol

XYZ file:
```
57
Properties=species:S:1:pos:R:3:lowdin_charge:R:1
O -1.010 1.621 3.663 0.064
C -0.062 1.186 3.048 -0.507
N -0.183 0.406 1.951 0.079
H 0.644 0.110 1.457 0.115
C -1.459 -0.024 1.431 -0.163
H -2.222 0.415 2.077 0.125
H -1.528 -1.117 1.495 0.113
C -1.651 0.422 -0.017 -0.156
C -1.826 1.947 -0.133 -0.179
N -1.469 2.524 -1.413 -0.170
C -0.041 2.569 -1.670 -0.162
C 0.203 3.370 -2.950 -0.194
O -0.473 2.801 -4.047 -0.138
C -1.858 2.754 -3.794 -0.195
C -2.163 1.932 -2.542 -0.167
H -3.236 1.949 -2.342 0.129
H -1.849 0.889 -2.722 0.110
H -2.317 2.304 -4.676 0.123
H -2.246 3.775 -3.659 0.126
H 1.263 3.372 -3.210 0.124
H -0.140 4.404 -2.799 0.126
H 0.451 3.065 -0.831 0.128
H 0.395 1.564 -1.797 0.099
H -2.869 2.209 0.065 0.126
H -1.211 2.438 0.624 0.117
H -2.519 -0.091 -0.434 0.116
H -0.775 0.114 -0.591 0.084
C 1.381 1.442 3.460 -0.078
H 1.394 2.307 4.122 0.121
H 2.002 1.648 2.585 0.117
C 1.940 0.231 4.218 -0.154
N 2.161 -0.901 3.348 0.063
C 1.534 -2.078 3.493 -0.476
O 0.747 -2.352 4.371 0.072
C 1.933 -3.104 2.410 -0.029
N 1.194 -2.898 1.179 0.009
C 0.059 -3.617 0.945 -0.046
C -0.654 -3.490 -0.193 -0.019
C -0.208 -2.595 -1.209 -0.175
C -0.878 -2.428 -2.429 -0.023
C -0.405 -1.547 -3.372 -0.068
C 0.756 -0.808 -3.135 -0.073
C 1.428 -0.952 -1.944 -0.020
C 0.956 -1.839 -0.968 -0.091
C 1.664 -1.946 0.297 -0.377
O 2.622 -1.237 0.607 0.029
H 2.326 -0.391 -1.731 0.122
H 1.112 -0.117 -3.884 0.111
H -0.930 -1.422 -4.307 0.111
H -1.774 -3.003 -2.614 0.115
H -1.550 -4.068 -0.345 0.114
H -0.235 -4.289 1.736 0.135
H 1.720 -4.104 2.791 0.134
H 3.000 -3.007 2.189 0.135
H 2.727 -0.762 2.516 0.114
H 2.891 0.506 4.688 0.123
H 1.239 -0.086 4.993 0.129
```

***

Entry 4:
C21H29AgN6O4PS4Se as an isolated structure, computed with ωB97M-V with the def2-TZVPD basis set.

Calculated values
2S+1: 1
total energy: -161358.6663 eV
relative energy (zero: lowest compared OMol25 entry of this formula, charge and spin): 49.8 kJ/mol
LUMO level: 1.1 eV
molar mass: 775.571 g/mol
charge: -1

XYZ file:
```
67
Properties=species:S:1:pos:R:3:lowdin_charge:R:1
Ag -0.832 0.159 0.591 0.543
O 3.375 -0.067 4.707 0.025
C 4.050 -0.243 3.558 -0.277
C 5.433 -0.419 3.640 -0.031
C 6.188 -0.605 2.498 -0.107
C 5.581 -0.618 1.247 -0.108
C 4.213 -0.444 1.165 -0.030
C 3.426 -0.257 2.299 -0.071
C 1.950 -0.083 2.098 -0.503
O 1.489 -0.148 0.940 -0.092
N 1.261 0.105 3.229 -0.038
N -0.083 0.317 3.032 -0.122
C -0.809 0.188 4.062 -0.964
S -0.183 -0.213 5.672 0.896
C -1.821 -0.291 6.451 -0.546
C -2.727 0.703 5.748 -0.544
S -2.558 0.422 3.967 0.877
H 2.422 0.046 4.445 0.032
H 5.888 -0.403 4.621 0.108
H 7.260 -0.737 2.583 0.093
H 6.171 -0.755 0.350 0.090
H 3.704 -0.438 0.210 0.113
H -1.704 -0.056 7.509 0.070
H -2.224 -1.301 6.356 0.068
H -2.437 1.727 5.989 0.074
H -3.772 0.556 6.017 0.072
C 1.255 3.278 1.578 -0.087
C 0.236 4.374 1.802 -0.451
C -0.804 4.005 2.847 -0.068
O -0.430 4.810 0.600 -0.337
P -0.801 3.955 -0.725 -0.206
S 0.704 3.658 -1.919 0.162
S -1.910 2.348 -0.228 0.211
O -1.779 5.030 -1.425 -0.344
C -2.732 5.942 -0.845 -0.453
C -2.043 7.237 -0.433 -0.058
C -3.592 5.371 0.271 -0.078
H 1.722 3.037 2.536 0.084
H 2.020 3.590 0.870 0.066
H 0.790 2.371 1.191 0.023
H 0.763 5.280 2.128 0.137
H -1.365 3.126 2.531 0.031
H -1.501 4.831 2.998 0.070
H -0.313 3.781 3.795 0.079
H -3.390 6.168 -1.694 0.133
H -1.448 7.087 0.464 0.069
H -2.791 8.009 -0.241 0.074
H -1.384 7.579 -1.231 0.082
H -2.991 5.123 1.140 0.053
H -4.104 4.467 -0.049 0.058
H -4.333 6.121 0.559 0.077
N -3.038 -0.680 -0.388 -0.013
H -3.656 -1.311 0.104 0.015
H -2.628 -1.167 -1.175 -0.002
H -3.551 0.127 -0.720 -0.025
Se 0.005 -2.927 2.703 1.167
N 1.263 -3.867 1.891 -0.218
C 1.126 -3.641 0.594 -0.399
C 1.987 -4.137 -0.429 -0.006
C 1.715 -3.766 -1.704 -0.054
C 0.583 -2.925 -1.979 -0.126
N -0.234 -2.452 -1.086 0.118
C 0.042 -2.781 0.214 -0.480
N -0.678 -2.285 1.205 -0.250
H 2.830 -4.760 -0.164 0.115
H 2.336 -4.084 -2.530 0.098
H 0.379 -2.657 -3.011 0.107
```